The following is a quantum chemistry calculation of a 2-piece molecular cluster, C2H4INS overall in a non-equilibrium geometry, from the OMol25 dataset.

```
! RIJCOSX wB97M-V def2-TZVPD def2/J DEFGRID3
* xyz 0 1
H -0.27651 1.38852 0.46435
N 0.02672 0.88350 -0.36612
S 1.52243 -1.97486 0.40724
I 2.20522 0.52791 2.53263
C -1.00717 0.06869 -0.87247
H -1.60627 -0.47251 -0.12640
H -1.70046 0.73118 -1.41545
H -0.58832 -0.63486 -1.59459
C 1.42434 -0.51756 0.97082
*
```

## Properties
M, g mol⁻¹: 201.0
Energy above the lowest of the compared OMol25 structures with the same formula, charge and spin, kJ/mol: 356.00
Orbital gap (alpha / beta), eV: 7.13 / 7.13
E_tot, eV: -22560.6143
Highest occupied orbital energy (alpha / beta), eV: -7.99 / -7.99
E_LUMO (alpha / beta), eV: -0.861 / -0.860